A.
Entry from the Open Molecules 2025 dataset: a cluster of 15 separate species, C60H165N15O15 in total (wB97M-V/def2-TZVPD).

Values from the calculation:
HOMO energy = -0.321 Eh

```
! wB97M-V def2-TZVPD RIJCOSX def2/J DEFGRID3
* xyz 0 1
C -5.64 21.44 -8.36
C -4.74 25.91 -11.03
H -2.43 27.55 -15.47
O -2.48 18.11 -7.69
C 5.06 26.75 -12.36
H -4.45 27.77 -4.30
O 2.30 24.40 -7.54
H -7.57 26.74 -11.48
H -2.86 22.57 -9.75
H -3.44 20.90 -9.38
C 3.00 23.27 -11.85
C -1.96 25.51 -14.82
H 9.29 28.62 -10.30
O -3.08 24.10 -4.67
H -7.59 20.26 -7.05
H 3.76 21.46 -1.33
C 2.08 28.45 -13.72
H 1.22 26.73 -5.90
H 3.60 21.82 -7.88
H 1.83 18.03 -6.71
C -1.52 28.27 -9.52
H -5.40 21.28 -7.30
H 1.10 23.69 -13.52
H 2.43 20.55 -8.27
H 0.27 25.01 -11.19
O 2.91 23.69 -2.56
C 0.29 22.42 -6.46
H 5.77 25.20 -5.64
O 2.62 29.09 -12.59
H 5.14 29.52 -5.62
H -4.64 27.78 -11.80
H 4.36 25.92 -12.37
H -2.93 24.71 -0.55
H -5.24 14.61 -7.43
C -2.78 28.07 -5.38
O -4.43 26.61 -9.79
H -3.97 25.65 -14.33
H 7.48 27.84 -11.87
C -3.97 25.68 -8.82
H 3.86 28.68 -10.13
C -2.34 31.78 -10.36
N 1.48 30.98 -9.57
O 4.87 27.56 -4.94
C -2.13 24.38 -2.43
H 1.32 28.40 -5.40
N -2.42 24.02 -1.07
C 2.39 30.31 -10.52
H -3.29 22.82 -3.14
H 2.31 17.46 -2.19
H -4.65 24.90 -8.49
H 2.69 23.26 0.79
N -5.38 26.56 -13.28
O 5.96 26.44 -11.29
N -3.48 32.53 -10.92
H 7.47 24.64 -5.45
H 5.63 20.30 -8.03
H 4.14 24.47 -1.11
O -4.80 22.41 -8.95
H -1.55 33.31 -9.04
H 3.92 29.48 -4.33
C 3.27 25.04 -8.43
C -1.31 27.75 -5.15
H -0.69 26.45 -13.29
H -4.16 24.41 -3.01
C 6.82 27.61 -11.03
H -5.31 17.42 -8.96
H -2.08 28.02 -8.62
H 2.51 22.32 -11.64
H 0.57 22.38 -15.96
C -7.10 21.78 -8.33
H 9.12 28.33 -8.72
H -6.06 25.84 -13.44
H -1.37 24.67 -15.20
N -7.96 20.64 -7.90
H -2.59 30.08 -4.67
H 3.07 26.11 -8.55
H -1.72 19.60 -6.38
N 3.54 19.94 -10.75
H -3.10 27.57 -6.30
C 3.87 22.40 -0.79
C -3.11 29.59 -5.49
H -1.55 24.00 -0.56
H 4.70 21.77 0.95
H -0.81 27.08 -15.74
H 0.08 21.78 -7.32
H 0.82 30.29 -9.25
H -0.89 22.61 -2.59
H -5.56 20.46 -8.82
N -4.84 15.41 -6.98
H 0.69 23.90 -8.82
H 3.08 19.11 -10.39
H -1.25 26.70 -4.88
C 0.13 23.93 -6.80
H 3.18 24.60 -9.42
H -7.16 28.22 -12.42
H -1.84 20.00 -8.10
H 2.58 25.25 -16.63
H -2.06 27.81 -10.35
H 4.79 21.35 -10.07
H -3.15 33.48 -10.87
H 3.92 23.15 -11.28
H -3.79 25.54 -11.41
C 1.71 29.72 -11.80
H -5.12 23.91 -5.30
H 5.59 27.11 -2.91
H -2.06 25.46 -2.52
C 5.91 27.41 -3.91
C 7.10 27.19 -8.50
H 2.30 19.09 -4.29
H -0.23 18.37 -2.50
C 4.39 28.91 -5.12
C -0.77 23.68 -2.78
H -4.42 15.01 -6.15
O 6.07 18.94 -9.57
C 4.07 23.56 -1.71
H 1.25 30.56 -12.33
H -2.32 26.29 -12.73
H -3.67 17.09 -9.52
H -3.13 29.92 -11.12
C 6.62 25.12 -4.96
C 5.13 19.67 -8.77
H 2.33 19.80 -1.70
H 4.63 18.87 -8.21
H 1.35 28.00 -7.11
H -1.36 25.18 -7.44
H 7.79 27.21 -7.65
H -2.78 30.02 -6.43
C 6.76 17.96 -8.81
C -3.24 23.90 -3.29
C 1.24 18.90 -4.16
H -7.37 22.47 -6.27
H 0.22 18.85 -6.64
H 1.72 22.53 -0.58
H 7.63 17.60 -9.36
H 4.49 27.68 -12.41
H 3.05 22.93 -15.76
O -1.44 29.65 -9.82
H 5.04 23.43 -2.19
C -3.33 17.34 -6.83
H 8.44 26.50 -10.06
C 3.08 29.27 -9.65
H -3.05 15.56 -7.98
H 0.70 20.34 -1.78
C -6.82 27.51 -11.66
H -4.95 15.84 -9.62
H -3.79 23.83 -6.47
H 0.40 23.94 -16.35
C -1.56 25.80 -13.33
H -0.38 22.12 -5.65
H -6.85 28.10 -10.75
H 7.53 27.04 -5.25
C 1.87 23.09 -14.00
H -1.36 31.69 -8.48
O -0.55 27.88 -6.37
C -7.33 22.90 -7.27
H -0.48 23.75 -3.83
H 0.70 25.52 -8.24
C 7.82 27.38 -9.88
H -1.98 26.25 -16.74
N 5.04 22.23 0.12
C -2.29 19.42 -7.29
H 2.36 28.57 -9.22
H 3.63 28.94 -5.91
C -1.82 26.69 -15.75
C 4.19 20.59 -9.57
H 6.30 24.50 -4.13
O -1.25 24.59 -12.66
H 0.04 24.02 -2.14
N -3.35 25.03 -14.83
C 3.16 24.28 -3.85
C -4.53 16.65 -9.02
H 0.44 17.07 -6.76
C 0.82 17.99 -6.31
C -2.07 32.35 -9.00
H -5.60 27.36 -13.85
H 2.56 21.95 -9.28
H -8.80 21.14 -7.64
H 0.87 31.62 -10.04
H 2.81 28.35 -14.52
H 7.86 25.56 -2.88
C -3.47 21.95 -9.09
H 1.30 22.11 -6.21
C -5.39 27.00 -11.95
H -2.95 32.43 -8.36
C 1.30 19.45 -1.61
N 1.07 23.19 -16.31
C -4.12 23.52 -5.48
H 4.25 19.58 -11.38
H -1.45 25.22 -10.63
H 1.08 18.95 -0.66
H -3.34 24.17 -14.30
H -1.67 24.07 -6.32
H -3.21 19.95 -7.05
H 6.18 17.06 -8.64
H 6.46 28.35 -3.88
H -3.42 26.50 -4.26
H -0.51 27.87 -9.62
H 3.76 23.58 -4.43
H 2.43 21.52 0.55
C 3.16 21.24 -8.69
H 4.29 24.90 -8.09
H -3.06 22.00 -8.09
H -4.19 29.78 -5.50
H 2.41 24.09 -11.45
C -0.77 24.71 -11.31
O 0.83 17.79 -4.92
C 0.89 27.74 -6.16
H 1.47 22.08 -14.04
N 8.60 28.54 -9.57
N -3.48 27.50 -4.20
C -3.90 16.19 -7.72
H -3.40 30.18 -9.45
H 2.26 24.37 -4.46
H -0.66 23.69 -10.94
H 1.16 28.87 -14.13
H 3.64 29.78 -8.87
H 6.35 27.96 -8.33
H 5.27 23.14 0.49
H 0.35 24.54 -5.93
H -0.87 28.30 -4.32
H -1.46 31.87 -11.00
C 2.39 25.06 -15.57
H -4.19 17.86 -6.40
H 3.07 31.07 -10.91
O 3.13 23.28 -13.27
H -2.75 16.98 -5.98
H -7.34 22.15 -9.32
C 0.84 18.46 -2.70
C 0.94 24.50 -7.95
H 7.14 18.29 -7.85
N 1.37 17.20 -2.46
C 2.60 22.47 0.05
N -1.23 24.21 -7.22
H -6.57 23.68 -7.27
H -2.99 25.34 -9.15
C -2.64 30.27 -10.22
H 6.56 26.24 -8.50
H 1.59 16.88 -3.39
H -4.15 22.43 -5.41
H -3.68 26.22 -7.91
H -5.41 25.07 -10.84
H 3.64 25.25 -3.78
H 6.26 28.52 -10.82
H 5.64 26.68 -13.28
N 8.16 26.37 -3.41
H 8.05 27.18 -2.82
H 1.50 25.55 -15.17
H -3.39 32.18 -11.87
H 3.27 25.34 -14.99
C 2.19 23.52 -15.45
H 1.78 27.45 -13.38
H -8.27 23.44 -7.39
H 0.72 19.81 -4.46
C 7.08 26.49 -4.43
H 0.84 29.07 -11.67
*
```

B.
Entry from the Open Molecules 2025 dataset: a cluster of 15 separate species, C60H165N15O15 in total (wB97M-V/def2-TZVPD).

Values from the calculation:
HOMO energy = -0.312 Eh

```
! wB97M-V def2-TZVPD RIJCOSX def2/J DEFGRID3
* xyz 0 1
H -1.53 -7.00 -2.98
C -2.93 7.02 1.61
H -3.21 4.48 0.96
H 2.83 -7.48 2.91
H -2.29 2.94 -0.52
H -5.57 0.16 -4.28
O 0.92 5.03 5.61
H -6.88 -3.11 -1.45
C 0.24 1.81 1.50
N 3.33 2.25 6.02
H 1.75 -5.10 -3.83
C -2.77 4.06 -2.22
H 1.79 -1.04 0.64
H 2.90 4.75 5.14
H 7.23 1.95 2.35
C 7.16 1.28 -0.90
H 1.99 -2.38 3.87
H -5.04 2.33 4.42
H -0.56 -5.78 0.16
H -3.89 6.82 1.02
H -0.35 -3.85 1.57
C 1.24 -4.69 0.36
H -0.72 -1.71 -3.62
C -8.03 1.33 -0.41
H -4.85 2.69 2.63
H -6.91 2.03 1.95
H 1.36 2.61 7.81
H -1.49 -4.76 -1.88
H 0.82 -4.76 -2.51
H 4.82 -1.58 -0.92
H -5.75 0.32 -0.47
H 1.14 1.80 -2.57
H 5.25 -2.19 6.21
N 1.38 -4.39 -3.26
H -1.45 2.32 -2.05
H 3.96 -4.29 -2.09
C -6.52 -0.42 -0.62
H 2.34 4.54 6.99
H -2.58 9.56 0.89
H -0.15 -1.51 -7.87
H 4.57 -3.12 7.57
H 0.85 1.44 -9.06
H 8.89 0.54 -2.73
O -4.86 3.90 -3.36
N 0.89 -3.70 5.11
H 1.68 2.66 4.67
O -2.84 -5.11 0.47
H -2.30 4.35 -3.19
H -2.74 6.02 -1.24
C 0.00 -2.37 -3.11
O 2.71 -6.52 1.04
H 2.41 1.21 -8.22
H 0.85 6.31 7.25
H -0.91 3.84 -1.18
N -2.68 2.88 4.12
O 3.61 -3.26 5.68
H -4.17 -5.91 -0.92
H 5.32 -0.82 -5.09
H 2.55 2.28 -3.47
H 1.72 2.82 -8.73
H -4.31 2.57 -1.81
H -4.24 5.40 -1.61
C -5.08 -0.74 -4.71
H 4.67 0.77 -4.82
H 6.08 3.13 0.66
H 2.08 0.53 -3.51
H 8.35 0.36 3.56
H 10.05 1.65 -2.23
C -0.56 0.03 -0.09
C 1.60 1.94 -5.90
H 4.24 -2.46 -3.73
C -2.51 -1.01 0.67
C -2.34 -5.43 -2.02
C 4.32 -2.25 -1.64
H -3.37 0.54 5.41
C 5.62 -1.59 1.68
H -3.75 0.15 -2.38
C -6.87 1.27 2.69
N 4.71 1.31 -0.60
O -1.95 0.21 0.16
H -1.79 0.79 4.67
H 0.93 -2.71 1.34
H 1.33 -5.58 2.24
H -4.76 -5.52 1.37
H -0.11 -0.25 2.04
C 2.14 4.41 5.86
C -1.36 5.95 3.27
C -1.64 8.93 0.92
C 0.46 -2.30 -7.41
C 5.95 3.41 -0.35
C -4.74 1.95 3.41
C 1.38 -2.85 -5.21
O -1.98 7.51 0.70
H 2.57 -1.26 -2.00
H -7.24 -3.30 -4.75
C 5.72 0.48 2.88
H 5.51 -3.90 6.22
H 2.27 2.81 -5.87
N -2.57 4.55 1.74
H 0.37 -0.12 -4.93
H -0.23 -3.05 0.09
O 6.42 -0.52 2.26
O 0.81 1.87 -7.12
H -3.47 2.37 -3.33
H -3.80 -4.17 -1.10
H 6.34 3.12 4.72
H 1.00 -0.28 4.85
C -7.07 -2.98 -0.36
H 3.34 -1.24 5.59
H 8.50 1.93 4.32
C 0.38 -3.47 0.84
H -0.62 0.89 -5.82
C 2.74 -2.14 5.79
H -3.25 -1.64 -4.82
H 5.87 2.24 -2.22
N 1.71 -0.03 0.84
H 0.42 2.47 0.61
C 0.47 -1.34 4.88
H 5.10 -1.31 0.80
N 2.89 -2.12 -1.45
H 2.16 -2.14 -4.87
H 2.32 0.05 1.70
C -3.43 -0.79 -2.86
C 5.91 2.13 -1.10
C 4.80 -3.10 6.50
H 0.17 -3.56 5.82
H 2.23 1.04 -5.96
H 4.24 -3.92 -0.38
H -0.54 -2.72 -2.24
H 0.75 -1.75 -2.72
O -5.62 -2.01 -4.22
C 0.75 1.86 -4.68
C 1.55 -2.39 4.85
C 9.22 1.12 -1.87
O 0.44 -2.07 -5.98
H -8.31 1.52 -1.40
H -5.62 2.25 -4.30
N -3.09 0.46 -5.03
N -0.16 0.78 -4.91
H -3.27 7.82 2.37
H -1.24 -7.05 -1.37
H 4.25 -6.46 2.55
N -3.31 5.19 -1.40
H -5.21 -1.08 1.57
H -3.36 -5.02 2.41
N -5.93 -1.75 1.41
H -1.05 9.23 1.83
O 4.60 -0.45 -3.21
H -0.08 -1.35 5.82
O 8.22 1.99 -1.54
H 7.40 0.84 5.09
C -3.36 -5.13 -0.87
H 4.49 0.52 -1.17
H -2.55 -1.77 -0.12
H -2.99 0.39 -6.04
H -3.92 -5.69 -3.30
H -0.29 -4.04 -4.42
H 7.44 1.07 0.16
H -7.43 1.70 3.60
H -0.74 2.00 1.91
H 0.00 -3.26 -7.62
H -4.06 -1.53 -2.37
C 1.02 2.29 6.76
N 5.88 2.65 3.95
H 5.59 3.41 3.30
C 1.72 1.61 -3.50
H 9.49 0.32 -1.13
C 2.02 2.86 5.71
H -8.12 -2.78 -0.17
C -3.90 3.16 -2.65
H -0.40 -0.95 -0.62
H -2.89 1.32 2.47
H 0.14 2.75 -4.49
C 0.54 -3.47 -3.99
H -2.61 3.54 3.39
C 4.52 -0.27 -4.58
H 4.04 -7.88 1.59
C 0.91 6.34 6.12
H -6.47 -0.53 -1.72
H -2.95 -0.46 4.08
N -1.96 -6.82 -2.06
H 3.54 -0.68 -4.94
H -0.02 2.65 6.62
H 1.56 -4.38 5.50
C -3.83 -4.89 1.46
H 5.07 4.06 -0.45
C 6.67 1.63 3.25
H -0.39 0.85 -0.76
H -0.49 6.00 2.64
H 0.94 1.98 2.34
H 4.94 0.84 2.20
H 4.10 2.31 5.38
H 3.28 1.33 6.37
H -3.53 5.80 3.10
H 0.85 -6.59 -0.18
H 1.99 -4.24 -0.29
H 5.64 -4.07 -1.48
C 1.53 1.85 -8.31
H -5.17 -2.12 -0.46
H -6.48 2.75 -2.82
H -2.50 -5.42 -4.18
C -6.11 -1.78 0.04
C 2.08 -5.28 1.47
H -4.21 -3.87 1.44
H -1.98 -1.39 1.51
H 1.13 1.20 6.64
C -1.78 3.22 -1.44
N 0.37 -5.71 -0.33
H -0.97 9.18 0.13
H 1.46 -2.40 -7.90
C 4.62 -3.71 -1.39
H -5.21 -0.68 -5.82
H 5.28 0.11 3.80
H -0.01 6.86 5.88
H -1.69 2.80 4.42
H 2.81 -4.50 1.80
H 1.82 -3.63 -5.82
C -6.00 3.10 -3.72
H 3.87 1.88 -0.52
C 3.49 -7.12 2.07
H -7.61 -1.91 -3.79
H -6.71 3.70 -4.28
H -7.52 0.44 2.35
C 0.30 0.32 1.16
H -3.40 -4.08 -3.34
H -1.70 4.51 1.27
H -0.15 -1.32 3.97
H 5.86 -2.07 -3.07
H -1.40 6.78 4.01
H 6.84 3.99 -0.57
O -7.81 -0.11 -0.26
H -1.24 5.06 3.90
C 4.80 -1.85 -3.03
C -2.65 5.80 2.48
C -2.83 0.52 4.50
H -6.77 -1.45 1.84
H 2.36 -1.98 6.82
H -7.23 -1.71 -5.50
O -5.59 0.86 3.06
C -3.63 -0.73 -4.40
H -7.22 1.97 -0.06
H 4.97 -1.96 2.44
H 1.80 6.93 5.86
H -2.39 -0.99 -2.46
C -3.24 1.58 3.49
H -3.57 -0.78 0.94
C 7.79 1.09 4.13
C -6.95 -2.23 -4.61
H 6.97 0.39 -1.41
C -3.04 -5.09 -3.31
H 2.44 -2.93 -1.91
H -6.64 -3.86 0.12
H -8.83 1.55 0.27
H 6.31 -2.43 1.53
H -2.16 0.56 -4.57
*
```

It is B that is the most stable of them.